(1)
{"formula": "C52H49MoN4O3S3Te", "method": "ωB97M-V/def2-TZVPD", "species": ["Mo", "S", "C", "N", "C", "C", "C", "C", "C", "C", "S", "H", "H", "H", "H", "C", "C", "C", "C", "C", "C", "C", "S", "O", "O", "N", "C", "C", "C", "C", "C", "C", "C", "C", "N", "C", "H", "H", "H", "H", "H", "H", "H", "H", "H", "H", "H", "H", "H", "C", "C", "C", "C", "C", "C", "Te", "N", "C", "O", "C", "C", "C", "C", "C", "C", "C", "C", "C", "C", "C", "C", "C", "C", "C", "C", "H", "H", "H", "H", "H", "H", "H", "H", "H", "H", "H", "H", "H", "H", "H", "H", "H", "H", "H", "H", "H", "H", "H", "C", "C", "C", "C", "C", "C", "H", "H", "H", "H", "H", "H", "H", "H", "H"], "xyz": [[0.0924, -1.6211, 1.6295], [5.6465, 0.9142, -0.5091], [4.2387, -1.5877, -0.3425], [3.3977, -3.7388, -1.5079], [3.8709, -4.4594, -0.4006], [2.7291, -5.1821, 0.3014], [3.1437, -5.9015, 1.5264], [4.3692, -5.6809, 1.9744], [5.2992, -4.6934, 1.4618], [4.9991, -4.0580, 0.2450], [5.8154, -2.6363, -0.3804], [2.1388, -5.7610, -0.3934], [2.4898, -6.6733, 1.9285], [4.7164, -6.1852, 2.8473], [6.2593, -4.5044, 1.9825], [2.2441, 1.4362, -4.4174], [3.1872, 0.9756, -3.3410], [4.1786, -0.0773, -3.6773], [4.9005, -0.6543, -2.6813], [4.6108, -0.4007, -1.1961], [3.8507, 0.8840, -0.9222], [3.1591, 1.4617, -2.1230], [2.4820, -0.8635, 1.8662], [2.7991, 0.5390, 2.3367], [3.9427, -1.2128, 1.0071], [3.2470, -2.3015, -1.1753], [2.1633, -3.2449, -0.8922], [1.9946, -3.7886, 0.4748], [0.5839, -3.7098, 0.9976], [-0.4853, -3.1776, 0.2583], [-0.2416, -2.8839, -1.1370], [-1.3428, -2.4504, -1.8392], [-1.2555, -2.6356, -3.2201], [-0.0518, -3.0828, -3.7994], [1.0519, -3.2777, -3.0822], [0.9435, -3.2120, -1.7479], [1.6290, 0.5887, -4.7784], [2.7290, 1.8307, -5.2753], [1.4727, 2.1007, -4.0151], [4.2618, -0.2898, -4.7157], [5.6956, -1.3769, -2.8818], [3.2894, 0.8823, -0.0261], [2.4803, 2.2864, -1.9270], [2.6516, -3.3346, 1.2107], [0.3177, -4.3995, 1.7563], [-1.5295, -3.3688, 0.5004], [-2.2361, -2.1022, -1.3312], [-2.0689, -2.2879, -3.8455], [-0.0354, -3.1213, -4.8972], [-1.6591, 6.8860, -5.9338], [-1.3020, 5.9508, -4.8135], [-0.3376, 6.2499, -3.8474], [0.0332, 5.4107, -2.8085], [1.1731, 5.6385, -1.8528], [-0.7290, 4.3066, -2.7854], [-0.7963, 0.9094, 0.7906], [-2.7558, 0.5049, 0.2948], [-3.4424, -0.3454, 0.9520], [-3.0725, -1.2150, 1.9858], [-4.9322, -0.4078, 0.8425], [-5.4603, 0.2745, -0.2915], [-6.8235, 0.2954, -0.4889], [-7.6355, -0.3777, 0.4109], [-7.1456, -0.9688, 1.5602], [-5.7711, -1.0629, 1.7464], [-0.7241, 2.2774, 2.4399], [-1.6183, 2.2476, 3.5230], [-1.5902, 3.2747, 4.4592], [-0.6965, 4.3215, 4.3586], [0.2767, 4.2436, 3.3959], [0.2904, 3.2443, 2.4390], [1.3404, 3.3793, 1.3740], [-1.8275, 3.9359, -3.5398], [-2.5615, 2.6632, -3.1932], [-2.0400, 4.7818, -4.6279], [-1.3525, 7.9367, -5.7641], [-2.7293, 6.7667, -6.1659], [-1.1485, 6.5408, -6.8299], [0.1991, 7.1788, -3.9556], [1.9980, 6.1418, -2.3901], [1.6481, 4.7054, -1.4911], [0.9180, 6.2028, -0.9752], [-4.7836, 0.8383, -0.9472], [-7.2820, 0.8011, -1.3134], [-8.6951, -0.2447, 0.2783], [-7.7957, -1.4796, 2.3327], [-5.3535, -1.6535, 2.5651], [-2.4067, 1.4920, 3.5406], [-2.3177, 3.2769, 5.2504], [-0.7621, 5.1081, 5.0973], [0.9336, 5.0557, 3.2402], [2.0591, 4.1955, 1.6598], [0.8764, 3.5107, 0.3910], [1.9074, 2.3443, 1.3362], [-1.9469, 1.7502, -3.2552], [-3.4168, 2.5317, -3.8649], [-2.9055, 2.6980, -2.1667], [-2.8125, 4.5901, -5.3291], [0.5114, -3.1282, 4.9161], [-0.8811, -2.6071, 4.4959], [-1.3990, -1.3757, 5.2959], [-1.8525, -3.8601, 4.6345], [-0.9723, -2.1655, 3.1111], [-1.7747, -1.5923, 2.2445], [0.2860, -3.8272, 5.7669], [1.2408, -2.3812, 5.2459], [0.9206, -3.8288, 4.1756], [-2.3023, -1.8303, 5.7548], [-1.7010, -0.5299, 4.6642], [-0.6408, -1.0523, 5.9950], [-1.8926, -4.0211, 5.7376], [-1.5032, -4.7970, 4.1425], [-2.8888, -3.6715, 4.3597]], "atomic_forces_ev_per_a": [[1.0, 0.9, -1.5], [-0.2, 0.3, -0.1], [0.2, -1.0, 0.0], [-0.6, 0.0, 0.5], [0.8, -0.8, 0.1], [0.3, 1.0, -0.5], [-1.1, -0.4, -1.2], [2.0, 1.0, 0.9], [0.3, -0.5, 0.4], [0.1, -0.6, 0.3], [-0.5, 0.2, 0.6], [-0.1, -0.5, -0.3], [0.2, 0.3, 0.1], [0.1, -0.5, 0.6], [-0.9, -0.1, -0.3], [-1.2, -1.0, 0.8], [0.6, -1.1, -1.3], [0.0, 0.4, 2.3], [-0.8, -0.1, -0.3], [-0.4, 1.7, -1.1], [0.7, -0.9, -2.0], [-0.2, 1.0, 2.1], [0.9, 0.8, -0.2], [-0.8, -0.8, -0.4], [-0.2, -1.1, -0.5], [-0.7, 0.3, -0.4], [0.6, 1.0, -1.1], [-0.5, -1.0, 1.4], [0.3, 0.4, 0.4], [0.1, 0.2, 0.2], [-1.2, 0.1, 0.9], [0.2, -0.7, -2.2], [-0.1, 0.9, 0.3], [-0.6, 0.8, 0.4], [0.0, -0.2, 0.0], [0.4, 1.1, -1.2], [0.5, 0.0, 0.1], [0.5, 0.6, -0.7], [0.4, 0.4, -0.1], [0.6, -0.4, -0.6], [-0.4, 0.1, -0.1], [-0.5, 0.2, 0.8], [-0.1, 0.0, 0.2], [0.0, 0.4, -0.1], [0.1, -0.6, 0.9], [0.4, -0.5, -0.1], [0.0, 0.0, -0.1], [0.0, -0.3, -0.2], [0.5, -0.3, 0.5], [0.1, -0.2, -0.3], [0.0, 0.0, 1.4], [0.4, 1.1, -1.1], [0.2, -0.2, 0.1], [1.3, -0.3, -0.7], [-1.1, -1.4, 0.7], [0.9, -0.2, -0.7], [0.1, -0.4, 1.3], [0.1, 0.1, 0.9], [1.0, -0.2, 0.7], [0.1, 0.4, -1.7], [0.4, 0.1, 0.7], [0.4, -0.6, 0.3], [-0.7, 0.9, 0.6], [-0.3, -1.3, 0.9], [0.5, 0.1, -0.2], [-0.3, -0.2, 0.9], [-0.1, 0.1, -0.9], [-0.5, -0.5, 0.0], [-0.1, -0.6, 0.7], [-0.8, 0.1, -0.1], [-0.1, 0.2, -0.9], [1.3, -2.1, 0.2], [1.3, -0.2, 0.1], [-0.3, -0.1, -0.6], [0.0, 0.0, 0.4], [-0.4, -0.6, 0.0], [0.3, 0.5, 0.2], [0.2, 0.1, -0.3], [0.2, 0.3, 0.0], [-0.4, 0.1, 0.3], [-0.6, 0.2, -0.3], [-0.3, 0.4, 0.3], [-0.3, -0.4, 0.3], [0.0, 0.2, -0.4], [-0.3, -0.4, 0.0], [0.6, 0.8, -1.2], [-0.1, 0.4, -0.2], [0.2, 0.2, 0.2], [-0.2, 0.0, 0.2], [0.2, 0.2, -0.2], [0.9, 0.7, 0.1], [-0.7, -0.9, -0.6], [0.2, 0.3, 0.1], [-0.6, 2.1, 0.0], [0.1, 0.5, -0.2], [0.0, 0.0, 0.2], [-0.2, 0.1, 0.2], [-0.8, -0.4, -0.5], [-0.8, -1.1, 0.9], [-0.3, -1.1, -0.5], [-0.8, -1.4, 0.2], [0.4, 0.3, 1.4], [-0.5, -0.1, 1.2], [-0.9, 1.0, -1.7], [0.5, 0.8, -0.3], [-0.2, -0.1, -0.4], [0.1, 0.6, -0.1], [0.4, 1.1, 0.5], [0.2, -0.4, 0.2], [-0.1, 0.1, 0.4], [0.0, -0.3, -0.7], [0.0, 0.8, 0.3], [0.0, 0.3, -0.4]], "mulliken_charge": [-0.8314, -0.3005, 1.4750, -1.0249, -0.2724, 0.1336, -1.3907, -0.4055, -0.6706, 1.0869, -0.4221, 0.5969, 0.4311, 0.4054, 0.4123, -1.5892, 1.2807, -0.5902, -0.7802, 0.5160, -0.4998, -0.5351, 0.2972, -0.6298, -0.5968, 0.0618, 1.5143, 0.5086, -1.6127, -0.7009, 0.3626, -0.8277, -0.6228, -0.6816, -0.6052, -0.5981, 0.3129, 0.4185, 0.2801, 0.5012, 0.3775, -0.1251, 0.1837, 0.5348, 0.8980, 1.1788, 0.4230, 0.4236, 0.3963, -1.4489, 0.5783, -0.4190, 0.4055, -1.1129, 0.3725, 0.6365, -0.5598, 0.6404, -0.2469, 0.3811, -0.5465, -0.5827, -0.4839, -0.6550, -0.0286, 0.4158, -0.1578, -0.7851, -0.8102, -1.0382, 1.0337, -0.8401, -0.1016, -1.0598, -0.5675, 0.3444, 0.3481, 0.3056, 0.3824, 0.3965, 0.0510, 0.3078, 0.4598, 0.4347, 0.3567, 0.3261, 0.4304, 0.5062, 0.4275, 0.3680, 0.4048, 0.4659, 0.0681, -0.1606, 0.2800, 0.3688, 0.1884, 0.3962, -1.5065, 2.5822, -1.2324, -1.7294, 0.1233, -0.4630, 0.4443, 0.3545, 0.2451, 0.3592, 0.1568, 0.3144, 0.5348, 0.2628, 0.3803], "multiplicity": 4, "energy_ev": -108461.96799, "charge": 0, "homo_energy_ev": [-6.74, -7.46], "relative_energy_kcal_mol": 277.19}


(2)
{"formula": "C36H44AuBN6P2", "method": "ωB97M-V/def2-TZVPD", "species": ["Au", "C", "C", "C", "C", "N", "N", "B", "N", "N", "C", "C", "C", "C", "C", "C", "C", "C", "C", "C", "N", "N", "C", "C", "C", "C", "C", "C", "C", "C", "C", "C", "C", "C", "C", "C", "C", "C", "H", "H", "H", "H", "H", "H", "H", "H", "H", "H", "H", "H", "H", "H", "H", "H", "H", "H", "H", "H", "H", "H", "H", "H", "H", "H", "H", "H", "C", "P", "C", "C", "C", "P", "C", "C", "H", "H", "H", "H", "H", "H", "H", "H", "H", "H", "H", "H", "H", "H", "H", "H"], "xyz": [[-0.4374, -0.1714, -0.8539], [1.9316, -4.8267, 0.6515], [2.1160, -3.4463, 0.1164], [3.2037, -2.9043, -0.5521], [2.8950, -1.5586, -0.7254], [1.6510, -1.3086, -0.2926], [1.2057, -2.4691, 0.2733], [0.1816, -2.3186, 1.4186], [0.4369, -0.9461, 2.1015], [0.3301, 0.2264, 1.4042], [0.6821, 1.2101, 2.2247], [1.0371, 0.6778, 3.4742], [0.8749, -0.6848, 3.3564], [1.1040, -1.7505, 4.3761], [0.6682, 2.6324, 1.7972], [0.3433, 3.0170, 0.4977], [0.3383, 4.3520, 0.1211], [0.6633, 5.3349, 1.0453], [0.9902, 4.9660, 2.3418], [0.9917, 3.6284, 2.7127], [-1.3026, -2.3035, 0.9439], [-1.8082, -1.1012, 0.5568], [-3.1353, -1.1350, 0.7884], [-3.4914, -2.4104, 1.2087], [-2.3017, -3.1171, 1.3197], [-2.0749, -4.4977, 1.8347], [-3.9383, 0.0986, 0.8757], [-5.3294, 0.0287, 0.9341], [-6.0790, 1.1811, 1.1120], [-5.4459, 2.4128, 1.2428], [-4.0600, 2.4851, 1.2123], [-3.3066, 1.3313, 1.0389], [3.8188, -0.4556, -1.0695], [4.7887, -0.5782, -2.0601], [5.6882, 0.4554, -2.2849], [5.6394, 1.6052, -1.5056], [4.6933, 1.7194, -0.4960], [3.7846, 0.6925, -0.2791], [2.7556, -5.4578, 0.3268], [1.0000, -5.2679, 0.2956], [1.9071, -4.8318, 1.7421], [4.1512, -3.3840, -0.7396], [0.3196, -3.2085, 2.2010], [1.3755, 1.2030, 4.3518], [1.4346, -1.2956, 5.3069], [1.8689, -2.4573, 4.0531], [0.1916, -2.3124, 4.5774], [0.0945, 2.2624, -0.2385], [0.0814, 4.6325, -0.8945], [0.6612, 6.3781, 0.7576], [1.2458, 5.7232, 3.0711], [1.2460, 3.3623, 3.7305], [-4.4648, -2.7524, 1.5188], [-3.0265, -4.9527, 2.0987], [-1.4404, -4.4899, 2.7204], [-1.5909, -5.1222, 1.0836], [-5.8313, -0.9257, 0.8301], [-7.1583, 1.1181, 1.1593], [-6.0329, 3.3092, 1.3960], [-3.5600, 3.4354, 1.3552], [-2.2242, 1.3876, 1.0937], [4.8430, -1.4825, -2.6577], [6.4399, 0.3558, -3.0569], [6.3549, 2.4004, -1.6702], [4.6709, 2.6013, 0.1323], [3.0628, 0.7585, 0.5291], [-3.9555, 0.9143, -1.9753], [-2.3118, 0.2087, -2.1969], [-2.5644, -1.4269, -2.9200], [-1.6958, 1.3125, -3.4978], [-0.4394, 0.7461, -4.0929], [0.7516, 0.3753, -2.7726], [1.6185, -1.0119, -3.5244], [1.7972, 1.8281, -2.6853], [-4.3752, 0.8267, -2.9809], [-3.8918, 1.9579, -1.6734], [-4.5646, 0.3761, -1.2602], [-3.0737, -1.3148, -3.8797], [-3.1996, -2.0122, -2.2522], [-1.6273, -1.9633, -3.0506], [-1.5268, 2.2925, -3.0408], [-2.4901, 1.4402, -4.2362], [0.0397, 1.4452, -4.7805], [-0.6345, -0.1742, -4.6444], [1.9586, -0.6581, -4.5009], [0.9236, -1.8413, -3.6637], [2.4633, -1.3522, -2.9498], [2.4141, 1.8451, -3.5857], [2.4394, 1.8069, -1.8096], [1.1717, 2.7216, -2.6475]], "atomic_forces_ev_per_a": [[-0.2, -0.1, 0.6], [0.0, 0.0, 0.0], [0.1, -0.1, 0.0], [0.1, -0.1, 0.2], [0.2, 0.5, -0.1], [-0.2, -0.4, -0.1], [-0.3, 0.0, -0.3], [0.0, 0.2, 0.4], [0.1, 0.2, -0.1], [0.0, 0.1, 0.2], [0.0, 0.2, -0.2], [0.1, 0.0, 0.1], [-0.1, -0.2, 0.0], [0.0, 0.0, 0.0], [0.0, -0.3, 0.1], [0.0, 0.0, -0.1], [0.0, 0.0, 0.0], [0.0, 0.0, 0.0], [0.0, 0.0, 0.0], [0.0, 0.1, 0.1], [0.1, -0.1, -0.4], [-0.1, -0.3, 0.0], [-0.1, 0.5, 0.0], [0.0, -0.1, 0.2], [0.0, 0.0, 0.1], [0.0, 0.0, 0.0], [0.1, -0.1, 0.3], [-0.1, 0.0, 0.0], [0.0, 0.0, 0.0], [0.0, 0.0, 0.0], [0.0, -0.1, 0.0], [0.0, 0.1, 0.1], [-0.2, -0.1, 0.0], [0.0, 0.0, -0.1], [0.0, 0.0, 0.0], [0.0, 0.0, 0.0], [-0.1, 0.0, 0.0], [0.1, 0.1, 0.2], [0.0, 0.0, 0.0], [0.0, 0.0, 0.0], [0.0, 0.0, 0.0], [-0.1, 0.0, 0.0], [0.0, 0.0, -0.1], [0.0, 0.0, 0.0], [0.0, 0.0, 0.0], [0.0, 0.0, 0.0], [0.0, 0.0, 0.0], [0.0, 0.0, 0.0], [0.0, 0.0, 0.0], [0.0, 0.0, 0.0], [0.0, 0.0, 0.0], [0.0, 0.0, 0.0], [0.0, 0.0, 0.0], [0.0, 0.0, 0.0], [0.0, 0.0, 0.0], [0.0, 0.0, 0.0], [0.0, 0.0, 0.0], [0.0, 0.0, 0.0], [0.0, 0.0, 0.0], [0.0, 0.0, 0.0], [0.0, 0.0, 0.0], [0.0, 0.0, 0.0], [0.0, 0.0, 0.0], [0.0, 0.0, 0.0], [0.0, 0.0, 0.0], [0.0, 0.0, 0.0], [0.1, -0.1, 0.4], [0.3, -0.1, -0.6], [-0.2, 0.0, 0.0], [-0.2, 0.1, -0.1], [0.0, 0.1, -0.1], [0.3, -0.1, -0.2], [0.0, 0.0, 0.0], [0.0, 0.1, 0.1], [0.0, 0.0, 0.0], [0.0, 0.0, 0.0], [-0.1, 0.0, -0.1], [0.0, -0.1, 0.0], [0.0, 0.0, 0.0], [0.0, 0.0, 0.0], [0.0, 0.0, 0.0], [0.0, 0.0, 0.0], [0.0, 0.0, 0.0], [0.0, 0.0, 0.0], [0.0, 0.0, 0.0], [0.0, 0.0, 0.0], [0.1, 0.0, 0.0], [0.0, 0.0, 0.0], [0.0, 0.0, 0.0], [0.0, 0.0, 0.0]], "mulliken_charge": [1.7662, -1.3787, 0.5172, -1.2101, -1.0213, -0.1141, 0.8717, -1.0586, -0.1692, 1.1880, -0.5430, -1.3280, 0.4031, -1.4423, 1.1618, 0.4030, -1.3962, -0.6514, -0.8941, -0.7815, 1.1034, -0.0812, -0.3072, -1.0425, 0.2318, -1.3703, -0.3268, -0.2359, -0.8682, -0.4959, -0.8554, 0.5778, 1.4482, -0.4749, -0.8918, -0.6693, -0.1749, -0.5841, 0.4034, 0.2448, 0.2783, 0.5367, -0.1685, 0.6467, 0.4315, 0.2766, 0.2771, 0.3604, 0.4128, 0.4543, 0.4325, 0.4092, 0.5284, 0.3916, 0.2786, 0.2530, 0.4346, 0.4497, 0.4578, 0.4836, 0.7576, 0.4929, 0.4443, 0.4448, 0.4613, 0.3543, -1.2767, 0.9995, -1.4549, -0.8915, -1.0998, 0.8493, -0.9957, -0.9156, 0.6762, 0.4261, 0.1530, 0.4662, 0.3875, 0.2824, 0.3880, 0.6545, 0.5785, 0.4842, 0.5317, 0.3898, -0.0055, 0.5169, -0.1382, 0.4606], "energy_ev": -69922.33432, "charge": 2, "homo_energy_ev": -13.01}


(3)
{"formula": "C14H24N3O3PS", "method": "ωB97M-V/def2-TZVPD", "species": ["C", "C", "C", "N", "P", "C", "C", "C", "S", "O", "O", "O", "H", "H", "H", "H", "H", "H", "H", "H", "H", "H", "H", "H", "H", "H", "C", "C", "C", "N", "C", "H", "H", "H", "H", "H", "C", "C", "C", "N", "C", "H", "H", "H", "H", "H"], "xyz": [[1.3506, 2.9459, -0.4396], [1.4205, 1.9742, -1.5632], [1.4655, 2.5396, -2.9404], [1.5004, 0.7040, -1.4604], [0.7780, -0.0953, -0.0806], [-1.0030, 0.4211, 0.0391], [-1.7189, 0.2112, -1.3086], [-2.1652, 1.4691, -2.0452], [-2.9126, 2.7461, -1.0627], [-3.8235, 3.4881, -1.8637], [-1.8829, 3.5457, -0.4981], [-3.7168, 2.0061, 0.0892], [1.7035, 3.9171, -0.7630], [1.9881, 2.6300, 0.3746], [0.3430, 3.0782, -0.0620], [0.5655, 3.1024, -3.1632], [1.6065, 1.7262, -3.6353], [2.3173, 3.2055, -3.0629], [1.4356, 0.4211, 1.0710], [-1.0903, 1.4183, 0.4542], [-1.4393, -0.2582, 0.7596], [-1.0079, -0.2756, -1.9720], [-2.5231, -0.5009, -1.2046], [-1.3610, 1.9285, -2.5976], [-2.9214, 1.1781, -2.7627], [-4.3485, 2.6851, 0.4011], [4.5632, 0.1505, 4.4409], [4.4906, -1.2627, 4.5698], [3.1972, -1.6300, 4.3141], [2.4853, -0.4943, 4.0398], [3.3114, 0.5946, 4.1108], [5.4348, 0.7687, 4.5743], [5.2962, -1.9319, 4.8205], [2.7240, -2.5966, 4.3040], [1.5071, -0.4640, 3.8194], [2.9381, 1.5866, 3.9221], [-2.3230, -4.2775, -2.5079], [-3.1064, -4.6492, -1.3819], [-2.4251, -4.2500, -0.2628], [-1.2617, -3.6563, -0.6693], [-1.1929, -3.6648, -2.0342], [-2.5621, -4.4409, -3.5453], [-4.0593, -5.1511, -1.3930], [-2.6670, -4.3376, 0.7826], [-0.5620, -3.2687, -0.0596], [-0.3488, -3.2365, -2.5475]], "atomic_forces_ev_per_a": [[0.0, 0.3, 0.2], [0.3, -0.1, -0.2], [0.8, 0.0, -0.2], [-1.4, 0.1, 0.6], [0.9, -1.8, -0.3], [0.6, 0.6, 0.1], [0.9, 0.1, 0.1], [-0.9, -1.0, 0.5], [0.5, 1.1, -1.0], [-1.1, -0.2, -0.5], [1.0, 0.0, 1.0], [-0.1, 0.0, -0.1], [0.0, 0.2, -0.1], [0.1, -0.2, 0.3], [-0.2, 0.0, 0.0], [-0.2, 0.2, 0.0], [-0.2, -0.2, -0.3], [0.0, 0.3, 0.1], [-0.4, 0.5, 0.0], [-0.3, 0.2, -0.1], [0.0, -0.2, 0.3], [0.0, -0.2, -0.3], [-0.4, 0.0, 0.1], [0.2, 0.5, 0.1], [-0.2, 0.1, -0.2], [0.0, -0.4, 0.0], [0.0, 0.0, 0.0], [0.0, 0.0, 0.0], [-0.1, 0.0, 0.0], [0.0, 0.0, 0.0], [-0.1, 0.0, 0.0], [0.0, 0.0, 0.0], [0.0, 0.0, 0.0], [0.0, 0.0, 0.0], [0.0, 0.0, 0.0], [0.0, 0.0, 0.0], [0.0, 0.0, 0.0], [0.0, 0.0, 0.0], [0.0, 0.0, 0.0], [0.0, 0.1, 0.1], [0.1, 0.0, 0.0], [0.0, 0.0, 0.0], [0.0, 0.0, 0.0], [0.0, 0.0, 0.0], [0.0, 0.0, -0.1], [0.0, 0.0, 0.0]], "mulliken_charge": [-1.2428, 1.2380, -1.4499, -0.6407, -0.0354, -0.7105, -0.7246, -0.5941, 1.1393, -0.6539, -0.5549, -0.4476, 0.4088, 0.3579, 0.2317, 0.3475, 0.3796, 0.4079, -0.1115, 0.5615, 0.3805, 0.4284, 0.4240, 0.0653, 0.4313, 0.3580, -0.4030, -0.3838, -0.4967, 0.0115, -0.4577, 0.3980, 0.3866, 0.3670, 0.2004, 0.3791, -0.3828, -0.4056, -0.5119, 0.0359, -0.5908, 0.4157, 0.4130, 0.3783, 0.2330, 0.4198], "energy_ev": -45642.20023, "smiles": "CC(C)=NPCCCS(=O)(=O)O.c1cc[nH]c1.c1cc[nH]c1", "charge": 0, "homo_energy_ev": -8.34}


> Number 3 is which compound?

C14H24N3O3PS